1.
2 unconnected molecules or ions with the total composition C3H9NS2. Source: the OMol25 dataset; level of theory: the ωB97M-V functional and the def2-TZVPD basis.

Geometry as XYZ:
```
15
Properties=species:S:1:pos:R:3
H 0.816 1.966 3.086
H 1.534 0.725 -3.022
C -0.204 0.328 2.540
S -2.297 -0.270 -2.949
H -1.192 0.781 2.533
C -0.293 -0.990 2.746
H -1.249 -1.407 3.032
C 0.666 0.097 -3.153
S -0.687 0.902 -2.273
H 0.516 -1.660 2.474
N 0.915 1.136 2.533
H -1.558 -1.387 -2.997
H 0.832 -0.938 -2.849
H 0.378 0.018 -4.203
H 1.824 0.698 2.500
```

- Gap between HOMO and LUMO: 8.67 eV

2.
C3H9NS2 in the gas phase. Source: the OMol25 dataset; level of theory: the ωB97M-V functional and the def2-TZVPD basis.

Geometry as XYZ:
```
15
Properties=species:S:1:pos:R:3
H 1.074 -0.382 -0.980
H -0.098 0.700 -1.753
H 2.130 2.198 3.215
S 2.178 1.969 1.883
S 1.302 0.148 1.684
H -1.002 -0.009 2.154
C -0.880 -0.372 0.012
C -0.477 0.352 1.270
H -1.858 -0.010 -0.311
H -0.992 -1.441 0.227
H -0.202 -2.170 -2.016
H -0.063 -0.946 -3.132
H -0.675 1.423 1.213
N -0.454 -1.212 -2.243
C 0.018 -0.246 -1.224
```

- Gap between HOMO and LUMO: 9.42 eV

3.
C3H9NS2 in the gas phase. Source: the OMol25 dataset; level of theory: the ωB97M-V functional and the def2-TZVPD basis.

Geometry as XYZ:
```
15
Properties=species:S:1:pos:R:3
C 0.530 0.140 -0.659
H -1.531 -0.548 -0.391
S -1.266 0.129 3.190
C -0.939 0.001 -1.191
N 1.553 -0.837 -1.063
H 1.335 -1.823 -1.019
H 1.874 -0.574 -1.978
H 0.854 1.106 -1.086
C 0.613 0.393 0.853
H -0.748 -0.524 -2.125
H -2.346 -0.494 2.581
H 1.409 1.123 1.024
H 0.839 -0.439 1.525
S -0.748 1.396 1.706
H -1.429 0.951 -1.367
```

- Gap between HOMO and LUMO: 9.62 eV

4.
C3H9NS2 in the gas phase. Source: the OMol25 dataset; level of theory: the ωB97M-V functional and the def2-TZVPD basis.

Geometry as XYZ:
```
15
Properties=species:S:1:pos:R:3
H -1.983 0.284 -0.029
S -1.168 0.522 2.057
H -1.886 -1.317 0.496
H 1.921 0.143 -0.947
N -0.269 -0.167 -1.747
H 0.036 -1.800 -0.558
H 2.082 -0.874 0.452
C 0.029 -0.724 -0.380
C -1.263 -0.431 0.356
H -0.803 0.671 -1.912
C 1.397 -0.182 -0.037
H -0.541 -0.803 -2.483
S 0.150 2.080 2.596
H 1.105 1.821 1.699
H 1.194 0.776 0.437
```

- Gap between HOMO and LUMO: 7.99 eV

5.
2 unconnected molecules or ions with the total composition C3H9NS2. Source: the OMol25 dataset; level of theory: the ωB97M-V functional and the def2-TZVPD basis.

Geometry as XYZ:
```
15
Properties=species:S:1:pos:R:3
H -1.997 -0.662 1.290
H 0.380 -2.299 0.959
C -0.614 -1.935 0.731
C -1.347 -2.421 -0.336
H -2.354 -2.087 -0.536
S -0.130 0.845 -1.393
N -1.108 -1.062 1.583
H 0.083 0.973 -2.712
H -0.889 -3.125 -1.021
H 2.356 0.559 -0.615
H 0.001 0.709 1.778
H 0.652 -0.684 2.646
H -0.790 0.141 3.271
C -0.263 -0.171 2.373
S 1.608 1.674 -0.670
```

- 2S+1: 2
- Total charge: +1
- <S²>: 0.77
- Gap between HOMO and LUMO (alpha / beta): 9.55 / 6.06 eV

6.
A gas-phase ion, C3H9NS2 (charge +1). Source: the OMol25 dataset; level of theory: the ωB97M-V functional and the def2-TZVPD basis.

Geometry as XYZ:
```
15
Properties=species:S:1:pos:R:3
H 2.579 -1.731 -1.013
H -1.646 -0.117 1.550
S -1.446 3.137 0.925
H 1.390 -1.686 -2.064
H 1.195 0.303 -0.950
C 1.002 -0.595 -0.338
H -2.001 0.672 -0.049
H -0.566 -1.795 0.332
H -0.643 4.027 1.542
C -1.251 0.264 0.623
S -0.172 1.623 1.170
N 1.559 -1.744 -1.065
H 1.492 -0.568 0.633
H -0.995 -0.957 -1.125
C -0.496 -0.832 -0.172
```

- 2S+1: 2
- Total charge: +1
- <S²>: 0.75
- Gap between HOMO and LUMO (alpha / beta): 8.39 / 5.11 eV

For reference, energy above the lowest of the compared OMol25 structures with the same formula, charge and spin by record: 35.5 7.6 16.8 54.3 9.2 9.0 kcal/mol.
For reference, total energy by record: -26416.13712 -26417.34791 -26416.94723 -26415.32297 -26409.07042 -26409.07675 eV.